Entry from OMol25: C46H61N6O3PS2V as an isolated structure (wB97M-V/def2-TZVPD).

Atoms and positions in Å:
V  0.347  -0.604  -1.074
C  1.047  2.883  -6.857
S  1.476  3.046  -5.110
C  1.062  1.479  -4.451
S  0.343  0.158  -5.378
N  1.224  1.272  -3.204
N  0.788  0.040  -2.793
C  0.483  -0.878  -3.874
C  -0.799  -1.610  -3.541
C  -1.474  -2.393  -4.463
C  -2.691  -2.942  -4.100
C  -3.192  -2.704  -2.826
C  -2.428  -1.963  -1.947
N  -1.245  -1.445  -2.291
H  0.044  3.253  -7.058
H  1.772  3.468  -7.418
H  1.132  1.850  -7.188
H  1.283  -1.615  -4.012
H  -1.067  -2.544  -5.454
H  -3.254  -3.541  -4.804
H  -4.151  -3.095  -2.516
H  -2.756  -1.766  -0.934
N  -0.610  -3.547  4.530
C  -0.446  -2.914  3.344
C  -0.986  -3.436  2.160
C  -0.801  -2.754  0.984
N  -0.121  -1.602  0.883
C  0.402  -1.107  2.016
C  0.262  -1.707  3.245
H  -1.001  -4.472  4.560
H  -0.145  -3.217  5.356
H  -1.521  -4.378  2.157
H  -1.174  -3.176  0.059
H  0.986  -0.202  1.908
H  0.721  -1.260  4.117
O  -0.702  1.010  -0.565
P  -0.787  2.524  -0.408
C  0.895  3.084  0.055
C  1.300  2.796  1.510
C  1.001  3.941  2.476
C  1.599  5.255  1.985
C  1.095  5.598  0.586
C  1.394  4.469  -0.394
C  -2.158  2.790  0.754
C  -2.014  1.933  2.022
C  -3.383  1.781  2.703
C  -4.247  3.044  2.545
C  -3.362  4.279  2.422
C  -2.562  4.237  1.111
C  -1.178  3.203  -2.044
C  -1.566  4.705  -2.112
C  -3.010  4.891  -2.571
C  -3.232  4.291  -3.960
C  -2.552  2.914  -4.110
C  -2.204  2.304  -2.757
H  1.427  2.357  -0.574
H  2.380  2.617  1.510
H  0.839  1.869  1.860
H  1.394  3.690  3.463
H  -0.079  4.058  2.602
H  2.691  5.164  1.959
H  1.371  6.061  2.684
H  1.564  6.517  0.228
H  0.023  5.805  0.624
H  2.482  4.382  -0.481
H  1.042  4.706  -1.397
H  -2.984  2.345  0.179
H  -1.312  2.417  2.703
H  -1.600  0.953  1.782
H  -3.225  1.567  3.762
H  -3.907  0.916  2.288
H  -4.938  3.136  3.383
H  -4.869  2.969  1.647
H  -2.681  4.327  3.278
H  -3.954  5.194  2.452
H  -1.689  4.881  1.200
H  -3.168  4.651  0.306
H  -0.234  3.054  -2.578
H  -0.900  5.211  -2.815
H  -1.412  5.204  -1.156
H  -3.266  5.952  -2.574
H  -3.685  4.421  -1.850
H  -2.839  4.977  -4.714
H  -4.303  4.211  -4.152
H  -1.625  3.010  -4.684
H  -3.190  2.230  -4.673
H  -1.776  1.308  -2.879
H  -3.112  2.182  -2.156
C  1.720  -6.492  4.954
C  1.464  -6.439  3.471
C  0.745  -7.461  2.861
C  0.494  -7.435  1.497
C  0.991  -6.398  0.730
C  1.713  -5.365  1.328
N  2.129  -4.285  0.525
C  3.410  -3.764  0.463
C  4.516  -4.459  0.958
C  5.772  -3.881  0.946
C  5.969  -2.593  0.460
C  4.882  -1.893  -0.030
C  3.616  -2.471  -0.054
C  2.473  -1.691  -0.553
O  2.322  -0.466  -0.270
O  1.545  -2.260  -1.237
C  1.932  -5.358  2.710
C  2.620  -4.203  3.382
H  1.396  -7.444  5.369
H  1.185  -5.698  5.485
H  2.780  -6.364  5.185
H  0.384  -8.288  3.461
H  -0.064  -8.235  1.028
H  0.843  -6.381  -0.344
H  1.517  -4.003  -0.224
H  4.378  -5.463  1.342
H  6.615  -4.448  1.323
H  6.954  -2.148  0.460
H  4.995  -0.886  -0.410
H  3.676  -4.410  3.577
H  2.151  -3.981  4.342
H  2.578  -3.306  2.766

Cartesian forces, eV/Å:
V 0.212 0.163 -0.090
C -0.050 -0.057 -0.090
S 0.059 -0.061 -0.013
C 0.038 0.141 0.146
S -0.070 -0.065 -0.088
N 0.106 -0.045 -0.024
N 0.025 -0.125 0.124
C -0.122 -0.014 -0.001
C 0.065 -0.066 -0.188
C -0.153 0.037 0.050
C -0.031 -0.021 -0.001
C 0.010 0.017 0.022
C -0.001 -0.040 -0.037
N 0.101 -0.019 0.117
H -0.007 -0.020 0.024
H -0.022 0.062 0.029
H 0.052 0.010 0.028
H 0.039 0.026 -0.099
H 0.005 0.028 0.006
H 0.018 0.008 0.000
H 0.012 0.003 -0.001
H -0.013 -0.008 -0.008
N -0.028 0.041 -0.037
C -0.050 -0.004 0.081
C -0.015 0.008 -0.069
C 0.167 -0.079 0.049
N -0.162 0.255 -0.109
C -0.067 -0.052 -0.015
C -0.022 0.014 -0.039
H 0.008 -0.020 -0.028
H 0.003 0.024 -0.010
H 0.026 0.003 0.031
H -0.029 0.012 -0.020
H -0.031 -0.025 0.030
H -0.002 -0.009 -0.011
O -0.009 -0.356 0.471
P 0.158 0.167 -0.172
C 0.033 0.087 -0.055
C -0.021 -0.059 0.023
C 0.010 0.008 -0.020
C 0.024 0.014 0.016
C 0.028 0.011 -0.028
C -0.038 -0.048 0.028
C -0.100 0.040 -0.006
C 0.049 -0.001 0.022
C -0.010 -0.017 0.000
C -0.015 -0.004 -0.012
C 0.009 0.025 0.001
C 0.043 -0.052 0.022
C -0.009 0.090 -0.020
C 0.023 -0.013 0.048
C 0.002 0.019 0.030
C 0.000 0.020 -0.028
C -0.002 -0.018 -0.015
C 0.037 -0.058 0.019
H -0.008 -0.032 -0.045
H -0.016 -0.007 -0.007
H -0.005 0.031 -0.008
H 0.011 -0.007 -0.011
H -0.040 0.063 -0.038
H -0.010 -0.004 -0.003
H -0.018 -0.007 -0.013
H 0.013 -0.014 0.007
H -0.069 -0.014 -0.006
H 0.007 -0.017 0.004
H -0.060 0.022 -0.034
H 0.033 -0.020 -0.022
H -0.037 -0.019 -0.006
H -0.038 -0.017 -0.015
H -0.005 0.006 0.007
H 0.007 0.026 -0.012
H 0.018 0.012 0.009
H 0.012 -0.010 0.006
H -0.002 -0.019 -0.005
H -0.009 -0.008 0.003
H 0.071 0.022 0.026
H -0.022 -0.002 -0.029
H 0.023 0.045 0.048
H -0.014 -0.038 -0.032
H 0.013 0.024 0.059
H 0.018 -0.003 -0.006
H -0.006 -0.023 -0.006
H 0.002 -0.003 0.005
H -0.003 -0.014 0.019
H 0.007 0.016 0.015
H -0.002 0.008 0.000
H -0.026 0.013 -0.017
H 0.002 0.004 -0.004
C 0.008 0.020 0.027
C -0.008 -0.006 0.018
C -0.024 -0.005 -0.003
C 0.004 0.013 0.011
C 0.014 0.023 -0.033
C 0.030 0.069 -0.089
N -0.068 -0.148 -0.015
C 0.077 0.014 -0.020
C 0.007 -0.015 -0.033
C 0.004 -0.016 0.014
C -0.008 0.009 -0.008
C -0.015 0.004 -0.026
C 0.063 0.008 0.026
C -0.234 0.247 -0.029
O -0.109 -0.059 0.006
O 0.050 -0.072 0.012
C 0.011 -0.014 0.074
C 0.064 0.019 0.075
H 0.001 -0.001 -0.003
H 0.027 -0.017 -0.015
H -0.025 -0.006 -0.016
H 0.010 0.005 -0.003
H 0.006 -0.002 0.014
H 0.002 0.000 0.024
H 0.013 -0.009 -0.004
H -0.002 0.029 -0.010
H -0.008 0.007 -0.001
H -0.010 -0.007 0.001
H 0.006 -0.004 0.005
H -0.041 -0.007 -0.003
H 0.026 -0.030 -0.019
H -0.008 -0.042 0.057

Calculated values
HOMO (spin up / spin down) ... -9.6 / -9.6 eV
LUMO energy (spin up / spin down) ... -2.323 / -2.133 eV
Spin multiplicity ... 3
Expectation value of S² ... 2.04
Charge ... +1
Gap between HOMO and LUMO (spin up / spin down) ... 0.2667 / 0.2741 Ha

***

Entry from OMol25: C46H64CrGeN4P2S3 as an isolated structure (wB97M-V/def2-TZVPD).

Atoms and positions in Å:
Cr  -2.129  1.041  0.102
C  5.465  4.943  -2.050
S  4.856  3.417  -2.802
C  3.171  3.446  -2.133
C  2.439  2.166  -2.510
C  1.095  2.043  -1.795
N  1.145  1.904  -0.290
P  1.259  0.124  -0.010
C  3.079  -0.116  -0.168
C  4.034  0.840  0.170
C  5.387  0.557  0.060
C  5.806  -0.691  -0.385
C  4.864  -1.650  -0.727
C  3.509  -1.362  -0.622
C  1.144  -0.160  1.809
C  2.143  0.086  2.757
C  1.955  -0.255  4.084
C  0.778  -0.880  4.489
C  -0.198  -1.178  3.556
C  -0.010  -0.822  2.226
P  -0.346  2.584  0.353
C  0.060  3.050  2.074
C  -1.024  3.426  2.869
C  -0.820  3.899  4.157
C  0.469  3.982  4.667
C  1.550  3.608  3.880
C  1.347  3.153  2.585
C  -0.262  4.271  -0.379
C  -1.259  4.688  -1.259
C  -1.198  5.943  -1.853
C  -0.134  6.786  -1.578
C  0.861  6.378  -0.695
C  0.795  5.132  -0.093
H  6.491  5.078  -2.387
H  5.448  4.861  -0.962
H  4.863  5.793  -2.371
H  2.655  4.318  -2.540
H  3.234  3.554  -1.049
H  3.070  1.301  -2.319
H  2.230  2.182  -3.583
H  0.544  1.197  -2.225
H  0.537  2.939  -2.043
H  3.710  1.819  0.503
H  6.120  1.313  0.314
H  6.862  -0.911  -0.476
H  5.186  -2.621  -1.088
H  2.766  -2.104  -0.896
H  3.080  0.536  2.462
H  2.732  -0.041  4.808
H  0.635  -1.148  5.529
H  -1.109  -1.684  3.856
H  -0.740  -1.112  1.481
H  -2.031  3.348  2.474
H  -1.668  4.193  4.764
H  0.632  4.337  5.678
H  2.556  3.667  4.279
H  2.192  2.872  1.965
H  -2.079  4.021  -1.485
H  -1.983  6.257  -2.532
H  -0.078  7.763  -2.044
H  1.690  7.040  -0.471
H  1.564  4.833  0.607
S  -3.276  0.825  2.366
C  -3.793  -0.545  1.442
C  -4.638  -1.565  1.897
C  -4.976  -2.588  1.037
C  -4.458  -2.603  -0.260
C  -3.629  -1.578  -0.641
N  -3.305  -0.569  0.180
H  -5.011  -1.516  2.911
H  -5.641  -3.377  1.368
H  -4.693  -3.398  -0.953
H  -3.196  -1.539  -1.632
C  -1.722  -5.417  2.313
C  -0.449  -6.228  2.080
C  0.805  -5.554  2.636
C  1.170  -4.267  1.905
N  1.613  -4.527  0.539
C  1.032  -4.064  -0.594
S  -0.363  -3.138  -0.602
N  1.682  -4.432  -1.726
C  1.370  -3.988  -3.078
C  1.480  -5.128  -4.088
C  0.256  -6.047  -4.145
C  -0.044  -6.800  -2.847
H  -2.601  -5.987  2.001
H  -1.714  -4.487  1.739
H  -1.840  -5.169  3.373
H  -0.321  -6.402  1.006
H  -0.552  -7.208  2.553
H  1.650  -6.250  2.573
H  0.659  -5.318  3.694
H  1.961  -3.738  2.441
H  0.315  -3.602  1.843
H  2.421  -5.121  0.443
H  2.543  -4.943  -1.621
H  2.048  -3.175  -3.356
H  0.362  -3.585  -3.062
H  2.377  -5.721  -3.868
H  1.629  -4.686  -5.076
H  0.410  -6.769  -4.950
H  -0.617  -5.445  -4.416
H  0.830  -7.366  -2.512
H  -0.863  -7.506  -2.996
H  -0.338  -6.114  -2.049
C  -5.494  3.503  -2.639
Ge  -4.576  2.554  -1.166
C  -4.306  3.887  0.274
C  -5.957  1.331  -0.478
C  -2.942  1.617  -1.742
H  -6.389  3.992  -2.243
H  -5.805  2.793  -3.410
H  -4.863  4.264  -3.106
H  -5.061  4.674  0.186
H  -3.325  4.361  0.257
H  -4.435  3.397  1.240
H  -6.917  1.854  -0.490
H  -5.750  1.030  0.550
H  -6.050  0.431  -1.092
H  -2.369  2.245  -2.429
H  -3.278  0.746  -2.316

Cartesian forces, eV/Å:
Cr -0.576 0.289 0.082
C -0.059 -0.166 -0.090
S -0.023 0.040 0.073
C 0.242 -0.042 -0.091
C -0.011 0.124 0.276
C 0.079 -0.159 -0.037
N -0.263 -0.211 -0.191
P 0.228 0.272 0.183
C -0.061 0.002 -0.064
C 0.004 0.018 -0.053
C 0.022 -0.013 -0.007
C -0.028 -0.005 -0.017
C -0.032 -0.014 0.010
C -0.077 0.020 0.013
C -0.064 -0.040 -0.047
C -0.089 0.009 -0.012
C 0.025 -0.010 0.028
C 0.017 -0.021 -0.019
C -0.078 0.028 0.019
C 0.064 0.078 -0.050
P 1.548 0.922 0.246
C -0.201 -0.095 0.024
C 0.093 -0.034 0.007
C 0.003 -0.019 -0.020
C -0.006 0.002 -0.029
C 0.017 0.015 0.033
C 0.077 -0.025 -0.064
C -0.355 -0.086 -0.129
C 0.087 0.013 0.016
C 0.003 -0.022 0.007
C 0.020 -0.008 0.015
C 0.016 0.032 0.003
C 0.012 -0.002 0.039
H -0.025 0.050 0.042
H 0.017 0.056 -0.036
H 0.045 0.023 0.033
H -0.089 0.016 0.083
H -0.054 -0.031 0.033
H 0.066 -0.076 0.012
H -0.023 -0.059 0.000
H -0.042 0.005 0.024
H -0.144 0.056 -0.019
H -0.004 0.041 -0.020
H -0.025 0.002 -0.009
H -0.025 0.021 0.005
H -0.023 0.040 0.018
H 0.035 0.001 -0.028
H 0.022 0.061 -0.030
H -0.034 -0.012 -0.029
H 0.012 0.014 -0.018
H 0.009 0.043 -0.035
H -0.146 0.027 -0.005
H -0.027 0.010 0.016
H 0.041 -0.030 -0.034
H -0.008 -0.015 -0.042
H -0.027 0.006 -0.028
H -0.052 -0.014 0.034
H 0.047 0.038 -0.032
H 0.032 -0.028 0.029
H -0.001 -0.034 0.026
H -0.032 -0.027 0.000
H -0.001 -0.002 -0.034
S 0.338 -0.038 -0.006
C 0.072 0.008 -0.042
C -0.072 -0.025 -0.029
C 0.057 0.079 0.072
C -0.090 -0.120 0.012
C 0.114 0.133 -0.073
N -0.649 -1.116 0.157
H -0.004 -0.016 -0.049
H 0.037 0.011 -0.005
H 0.009 0.024 0.004
H 0.037 0.015 -0.009
C 0.008 -0.025 -0.032
C -0.054 0.083 0.081
C -0.030 -0.013 -0.181
C 0.079 -0.106 -0.041
N -0.147 0.116 0.090
C 0.028 -0.125 0.080
S -0.013 -0.136 -0.103
N -0.075 0.164 -0.060
C 0.074 -0.183 0.035
C -0.145 -0.032 0.103
C 0.090 -0.020 0.157
C -0.003 0.074 -0.090
H 0.026 0.061 0.024
H -0.011 -0.041 0.035
H -0.001 -0.021 -0.050
H 0.001 -0.031 0.030
H -0.005 -0.027 -0.046
H -0.001 0.029 0.086
H 0.023 -0.017 -0.005
H 0.024 0.041 -0.021
H -0.024 0.085 -0.035
H 0.055 0.005 -0.017
H 0.057 -0.046 0.009
H 0.001 0.052 0.011
H -0.069 0.069 0.027
H 0.004 0.024 -0.071
H 0.049 -0.017 0.002
H -0.046 0.015 -0.026
H 0.010 -0.023 -0.051
H -0.041 0.022 0.014
H 0.041 0.021 0.015
H 0.017 -0.044 -0.003
C 0.087 0.020 -0.033
Ge -0.230 0.065 -0.115
C -0.007 -0.018 -0.009
C 0.024 -0.080 -0.023
C 0.065 0.045 0.093
H 0.068 -0.022 -0.034
H 0.041 0.051 0.034
H -0.027 -0.058 0.029
H 0.029 -0.038 -0.008
H -0.065 0.004 0.029
H 0.018 -0.007 -0.009
H 0.047 -0.033 -0.009
H 0.013 0.017 -0.022
H 0.014 0.065 0.024
H -0.029 -0.002 -0.032
H 0.000 0.009 -0.022

Calculated values
HOMO (spin up / spin down) ... -7.1 / -7.5 eV
LUMO energy (spin up / spin down) ... 0.353 / 0.352 eV
Spin multiplicity ... 5
Expectation value of S² ... 6.04
Gap between HOMO and LUMO (spin up / spin down) ... 0.2743 / 0.2885 Ha

***

What did we get for relative energy (zero: lowest compared OMol25 entry of this formula, charge and spin)? Answer: 13.1; 26.6 kcal/mol, in the order shown.
What did we get for molecular weight? Answer: 892.08; 955.80 g mol⁻¹, in the order shown.